C4H7ClO | ωB97M-V with the def2-TZVPD basis set

Geometry as XYZ:
```
13
Properties=species:S:1:pos:R:3
C -0.918 -0.159 0.474
C -0.105 1.099 0.144
C 1.057 0.505 -0.634
C 0.043 -1.327 0.212
H -1.491 -0.219 1.427
H 0.171 1.553 1.099
H -0.715 1.847 -0.424
H 1.155 0.810 -1.689
H 2.064 0.724 -0.214
H -0.414 -2.293 -0.040
H 0.660 -1.485 1.084
O 0.858 -0.905 -0.846
Cl -2.365 -0.151 -0.594
```

Values from the calculation:
HOMO energy	-9.84	eV
relative energy (zero: lowest compared OMol25 entry of this formula, charge and spin)	74.24	kJ/mol
frontier orbital gap	10.8	eV
SMILES string	Cl[C@@H]1CCOC1